20
Properties=species:S:1:pos:R:3:nbo_charge:R:1 method="wB97M-V/def2-TZVPD" charge=+1 e_tot_ha=-439.8473 e_above_lowest_kcal_mol=17.1
C 1.62332 1.99876 -0.12038 -0.655
C 0.66094 0.84511 0.11232 -0.049
C 1.30418 -0.38664 -0.54915 -0.532
C 0.68599 -1.76223 -0.32522 0.789
O -0.38081 -1.59399 0.52971 -0.757
O 0.95938 -2.79907 -0.82543 -0.508
N -0.70489 1.14093 -0.50168 -0.686
H 2.64899 1.70083 -0.34196 0.256
H 1.30153 2.62925 -0.90857 0.224
H 1.87681 2.50767 0.81446 0.259
H 0.36258 0.45649 1.06911 0.254
H 1.40381 -0.24716 -1.62536 0.249
H 2.26003 -0.51053 -0.03959 0.272
H -0.83252 -2.39675 0.81440 0.521
H -1.46324 0.92959 0.15982 0.475
H -0.78236 2.10538 -0.81860 0.443
H -0.98995 0.52690 -1.27170 0.437
H -3.82532 0.92057 1.31156 0.482
H -3.79199 2.36165 1.66458 0.496
O -3.20833 1.65482 1.37916 -0.972



96
Properties=species:S:1:pos:R:3:lowdin_charge:R:1 method="wB97M-V/def2-TZVPD" smiles="CCOS(C)(=O)=O.CCOS(C)(=O)=O.CCOS(C)(=O)=O.CCOS(C)(=O)=O.CCOS(C)(=O)=O.C[N+](=O)[O-].C[N+](=O)[O-].C[N+](=O)[O-]" e_tot_ha=-4450.1153 e_above_lowest_kcal_mol=0.0
C 2.63541 -4.54154 2.23166 -0.074
C 3.73366 -5.57333 2.17457 -0.275
O 3.15279 -6.82709 1.76837 -0.242
S 4.16536 -7.96260 1.33768 0.545
C 4.76992 -8.52938 2.90710 -0.116
O 3.38896 -9.00787 0.77822 -0.261
O 5.21784 -7.38990 0.56234 -0.274
H 2.21701 -4.36726 1.24314 0.070
H 3.00877 -3.60041 2.63343 0.081
H 1.82938 -4.87795 2.88627 0.085
H 4.50998 -5.27211 1.47155 0.115
H 4.22963 -5.63049 3.15080 0.117
H 5.40429 -9.37608 2.66217 0.075
H 3.89012 -8.83423 3.46434 0.075
H 5.30935 -7.71380 3.37797 0.063
C -2.94751 -0.54146 3.27326 -0.074
C -3.22252 -1.19472 4.59284 -0.246
O -4.44549 -0.59904 5.10184 -0.266
S -4.76414 -0.91100 6.61011 0.536
C -6.42580 -0.37968 6.63501 -0.125
O -4.76117 -2.32545 6.77911 -0.267
O -3.94780 -0.07510 7.42633 -0.267
H -2.09511 -1.02362 2.79261 0.084
H -2.70692 0.51675 3.37572 0.065
H -3.84413 -0.56927 2.65278 0.089
H -3.40765 -2.26322 4.47941 0.123
H -2.41427 -1.04363 5.31026 0.125
H -6.63702 -0.36346 7.71057 0.080
H -7.03192 -1.09899 6.10408 0.077
H -6.51081 0.67374 6.38044 0.079
C -2.48204 1.98996 1.06214 -0.092
C -3.86291 2.37879 0.54009 -0.245
O -4.32934 3.65195 0.99100 -0.231
S -3.85383 4.94388 0.19044 0.560
C -2.43655 5.45903 1.10701 -0.119
O -3.43398 4.55874 -1.11362 -0.269
O -4.87318 5.91818 0.36766 -0.255
H -2.42892 0.90783 0.98287 0.051
H -2.20268 2.42045 2.02119 0.081
H -1.73190 2.33188 0.33629 0.051
H -3.86347 2.27754 -0.54190 0.102
H -4.57636 1.63421 0.89452 0.124
H -2.13937 6.41394 0.67926 0.078
H -1.64448 4.71998 1.01594 0.050
H -2.70481 5.57086 2.15479 0.077
C 4.82657 -0.84495 -3.04175 -0.055
C 3.48113 -1.43952 -3.39779 -0.241
O 3.53016 -1.81113 -4.81724 -0.251
S 2.19913 -1.76710 -5.62146 0.528
C 2.09982 -0.07106 -6.09533 -0.118
O 2.39809 -2.52512 -6.79174 -0.246
O 1.10723 -2.07129 -4.74663 -0.285
H 4.88200 -0.77232 -1.95600 0.082
H 4.93821 0.14149 -3.48899 0.080
H 5.62539 -1.48714 -3.40875 0.084
H 3.26277 -2.35103 -2.85131 0.125
H 2.68736 -0.70919 -3.25594 0.088
H 1.88815 0.60835 -5.27315 0.053
H 1.26760 -0.01468 -6.79905 0.079
H 3.00527 0.20977 -6.62576 0.080
C 0.04836 3.22659 -1.82688 -0.060
C 0.60897 3.27605 -3.23019 -0.235
O -0.25851 4.12394 -4.03431 -0.260
S 0.32995 4.45308 -5.46194 0.538
C -1.11962 5.22073 -6.11189 -0.108
O 1.38090 5.37956 -5.34846 -0.253
O 0.57961 3.20411 -6.12474 -0.287
H 0.32757 4.11679 -1.25991 0.085
H 0.46366 2.32937 -1.36878 0.061
H -1.04061 3.20670 -1.84286 0.063
H 1.62723 3.66225 -3.23043 0.126
H 0.53393 2.29621 -3.70237 0.097
H -1.31309 6.10482 -5.51459 0.077
H -1.88956 4.45799 -6.10062 0.076
H -0.85665 5.51028 -7.12784 0.078
C 1.40284 2.63934 3.72903 0.034
N 2.28331 1.51886 3.35537 -0.451
O 2.06041 0.42261 3.83836 0.066
O 3.15222 1.78162 2.54317 0.066
H 0.70467 2.87238 2.92931 0.089
H 2.01556 3.50714 3.95404 0.101
H 0.81960 2.40254 4.61561 0.099
C -1.04918 -0.51446 -3.46586 0.048
N -1.78877 -0.30858 -2.18732 -0.414
O -2.17480 0.82221 -1.93997 0.051
O -1.84031 -1.23985 -1.40913 0.071
H -0.01035 -0.48747 -3.13503 0.071
H -1.14070 0.33800 -4.13270 0.099
H -1.33416 -1.45155 -3.91966 0.101
C 0.35296 0.14062 0.74867 0.037
N 1.04626 -1.01729 0.13923 -0.410
O 1.31059 -0.92608 -1.04843 0.052
O 1.30805 -1.96173 0.84422 0.098
H -0.60801 0.19720 0.23880 0.058
H 0.82575 1.04680 0.37122 0.088
H 0.30664 0.07910 1.82612 0.087



15
Properties=species:S:1:pos:R:3:nbo_charge:R:1 method="wB97M-V/def2-TZVPD" e_tot_ha=-391.8083 e_above_lowest_kcal_mol=308.0
C -1.93110 0.86052 0.81041 -0.449
C -0.26511 -0.18184 -0.15651 0.305
C -0.04457 0.76080 -1.19539 -0.210
H -3.01566 0.61148 0.65004 0.207
H -1.64106 1.91851 0.12237 0.192
H -1.79292 0.92423 2.17139 0.206
H -0.58852 1.78113 -1.42438 0.230
H 2.52602 -1.34177 -1.93656 0.434
H 0.38907 -1.84018 1.97788 0.345
H 2.44836 -0.30719 1.24561 0.243
N -1.01793 -0.32055 0.84406 -0.486
N 1.07993 0.46404 -1.85563 -0.147
N 1.39575 -0.68087 -1.48214 -0.149
N 0.77305 -1.11250 -0.42174 -0.155
N 1.68469 -1.53583 0.65058 -0.566